Molecular formula: C6H13NO5S
Method: DFT, ωB97M-V/def2-TZVPD

Atoms and positions in Å:
O1 2.88 -0.86 -1.09
S1 3.09 -0.05 0.11
O2 4.30 0.71 0.05
O3 2.70 -0.57 1.37
C1 1.63 1.11 -0.11
C2 0.68 0.87 -1.18
N1 0.24 0.34 0.09
C3 -0.78 1.00 0.92
C4 -2.21 0.92 0.38
O4 -2.55 1.96 -0.50
C5 0.32 -1.14 0.21
C6 -0.73 -1.96 -0.57
O5 -1.83 -2.35 0.14
H1 1.67 2.04 0.49
H2 0.04 1.55 -1.69
H3 1.08 0.07 -1.97
H4 -0.62 0.61 1.95
H5 -0.69 2.15 1.09
H6 -2.50 -0.05 -0.04
H7 -2.87 1.00 1.33
H8 -2.02 2.64 -0.05
H9 1.26 -1.35 -0.10
H10 0.27 -1.51 1.32
H11 -1.24 -1.17 -1.20
H12 -0.36 -2.63 -1.22
H13 -1.75 -3.33 0.25

For the electronic energy, the calculation gives -28991.1360 eV. As for the structure (SMILES): O=S(=O)([O-])[C@H]1C[N+]1(CCO)CCO. For the HOMO energy, the calculation gives -0.353 hartree. The relative energy (zero: lowest compared OMol25 entry of this formula, charge and spin) comes out at 2.465 eV.

***

Molecular formula: C6H13NOSi
Method: DFT, ωB97M-V/def2-TZVPD

Atoms and positions in Å:
C1 2.23 -1.02 -0.44
C2 1.15 -0.20 -1.15
C3 1.28 1.32 -0.89
C4 0.68 1.82 0.39
N1 -0.34 1.38 0.98
Si1 -1.07 -0.09 0.40
C5 -2.78 0.30 -0.34
C6 -1.13 -1.34 1.84
O1 -0.14 -0.67 -0.83
H1 3.21 -0.74 -0.82
H2 2.20 -0.84 0.63
H3 2.06 -2.07 -0.62
H4 1.26 -0.37 -2.23
H5 0.72 1.84 -1.68
H6 2.33 1.61 -0.98
H7 1.16 2.71 0.80
H8 -2.83 1.31 -0.74
H9 -3.03 -0.39 -1.14
H10 -3.54 0.22 0.43
H11 -2.14 -1.46 2.21
H12 -0.77 -2.31 1.52
H13 -0.51 -1.01 2.67

For the electronic energy, the calculation gives -17850.0965 eV. As for the structure (SMILES): C[C@@H]1CC=N[Si](C)(C)O1. For the HOMO energy, the calculation gives -0.332 hartree. The relative energy (zero: lowest compared OMol25 entry of this formula, charge and spin) comes out at 0.000 eV.

***

Molecular formula: C6H13NP
Method: DFT, ωB97M-V/def2-TZVPD

Atoms and positions in Å:
C1 0.02 -1.57 1.80
C2 0.53 -0.38 -0.58
C3 0.28 0.56 0.51
C4 1.83 -0.84 -1.13
C5 -0.60 -0.93 -1.48
C6 -1.83 1.55 0.59
N1 0.28 -0.77 0.85
P1 1.53 1.70 1.18
H1 -0.14 -1.26 2.72
H2 0.08 -2.65 1.46
H3 2.83 -0.27 -0.82
H4 1.71 -0.79 -2.27
H5 1.89 -1.79 -0.84
H6 -0.41 -1.90 -1.63
H7 -0.54 -0.41 -2.39
H8 -1.66 -0.77 -1.25
H9 -1.58 2.50 0.84
H10 -2.29 0.99 1.32
H11 -1.97 1.36 -0.41
H12 0.73 2.46 2.07
H13 1.57 2.50 0.08

For the electronic energy, the calculation gives -17198.9013 eV. For the HOMO energy, the calculation gives -0.462 hartree. Its charge is +1. The relative energy (zero: lowest compared OMol25 entry of this formula, charge and spin) comes out at 4.616 eV.

***

The lowest electronic energy belongs to which entry? C6H13NO5S

***

Among the records above, which one has the highest electronic energy? C6H13NP

***

The lowest relative energy (zero: lowest compared OMol25 entry of this formula, charge and spin) belongs to which entry? C6H13NOSi